Entry 1:
# C4H7NO2

2 unconnected molecules or ions with the total composition C4H7NO2 (ωB97M-V/def2-TZVPD, the Open Molecules 2025 dataset).

Computed properties:
DFT total energy in Eh: -361.68947
Highest occupied orbital energy in eV: -8.5076
2S+1: 1
Energy above the lowest of the compared OMol25 structures with the same formula, charge and spin in kcal/mol: 120.10
Frontier orbital gap in eV: 8.88

Geometry as XYZ:
```
14
C4H7NO2 ωB97M-V/def2-TZVPD
O -1.216 0.654 2.193
C -1.562 1.689 1.480
C 0.439 0.210 -0.355
C 1.146 -0.902 0.337
N -0.299 -0.929 0.190
C 0.511 0.284 -1.841
O 0.235 -0.661 -2.546
H -1.208 -0.194 1.675
H -1.875 1.277 0.474
H 0.328 1.155 0.171
H 1.500 -0.727 1.349
H 1.742 -1.579 -0.270
H -0.560 -1.532 -0.592
H 0.818 1.257 -2.267
```



Entry 2:
# C4H6LiO7Sn

A molecular structure, C4H6LiO7Sn in a non-equilibrium geometry (ωB97M-V/def2-TZVPD, the Open Molecules 2025 dataset).

Computed properties:
DFT total energy in Eh: -904.54396
Highest occupied orbital energy (alpha / beta) in eV: -0.6536 / -0.7571
2S+1: 1
Net charge: -1
Frontier orbital gap (alpha / beta) in eV: 1.58 / 1.69

Geometry as XYZ:
```
19
C4H6LiO7Sn ωB97M-V/def2-TZVPD
O -0.313 3.754 2.554
C -0.640 3.000 1.603
O -1.781 3.012 1.079
O 0.246 2.046 1.271
O 0.610 -1.016 -0.586
C 0.997 0.052 0.237
C -0.177 1.003 0.400
Li -2.062 4.579 2.244
H 1.831 0.589 -0.241
H 1.283 -0.340 1.227
H -1.039 0.475 0.831
H -0.462 1.419 -0.576
C -0.097 -2.734 -1.432
O 1.069 -2.922 -1.925
O -1.198 -2.850 -2.232
H -0.902 -3.080 -3.120
Sn 2.728 -2.079 -1.382
O -0.332 -2.970 -0.167
H 0.238 -1.942 0.214
```



Entry 3:
# C3H6O3

2 unconnected molecules or ions with the total composition C3H6O3 in a non-equilibrium geometry (ωB97M-V/def2-TZVPD, the Open Molecules 2025 dataset).

Computed properties:
DFT total energy in Eh: -343.56500
Highest occupied orbital energy in eV: -9.6140
2S+1: 1
SMILES: C=CO.O=CO
Energy above the lowest of the compared OMol25 structures with the same formula, charge and spin in kcal/mol: 56.19
Frontier orbital gap in eV: 10.32

Geometry as XYZ:
```
12
C3H6O3 ωB97M-V/def2-TZVPD
C 1.824 -1.029 0.045
C 0.969 -0.500 -0.895
O 1.038 0.782 -1.456
H 1.449 -1.949 0.430
H 2.919 -0.678 0.074
H 0.060 -0.915 -0.968
H 0.155 1.047 -1.799
O -2.501 0.095 0.046
C -2.124 0.752 1.035
O -0.743 0.843 1.253
H -2.849 1.236 1.675
H -0.197 0.317 0.560
```



Entry 4:
# C3H11N3

A single C3H11N3 molecule in a non-equilibrium geometry (ωB97M-V/def2-TZVPD, the Open Molecules 2025 dataset).

Computed properties:
DFT total energy in Eh: -285.08039
Highest occupied orbital energy in eV: -8.2868
2S+1: 1
SMILES: CN[C@H](C)NN
Energy above the lowest of the compared OMol25 structures with the same formula, charge and spin in kcal/mol: 61.14
Frontier orbital gap in eV: 9.46

Geometry as XYZ:
```
17
C3H11N3 ωB97M-V/def2-TZVPD
C -2.019 -0.584 0.398
N -1.099 -0.612 -0.724
C 0.414 -0.194 -0.527
C 1.072 -1.070 0.526
N 0.158 1.165 -0.171
N 1.714 1.651 -0.239
H -2.428 0.418 0.571
H -2.859 -1.260 0.200
H -1.552 -0.931 1.323
H -1.505 -0.183 -1.550
H 0.870 -0.335 -1.510
H 0.846 -2.124 0.338
H 2.157 -0.939 0.501
H 0.731 -0.824 1.535
H -0.295 1.619 -0.965
H 2.091 1.545 0.706
H 1.705 2.660 -0.411
```



Entry 5:
# C4H11NO2

2 unconnected molecules or ions with the total composition C4H11NO2 in a non-equilibrium geometry (ωB97M-V/def2-TZVPD, the Open Molecules 2025 dataset).

Computed properties:
DFT total energy in Eh: -364.19909
Highest occupied orbital energy in eV: -9.2169
2S+1: 1
SMILES: CNCCC=O.O
Energy above the lowest of the compared OMol25 structures with the same formula, charge and spin in kcal/mol: 43.35
Frontier orbital gap in eV: 10.14

Geometry as XYZ:
```
18
C4H11NO2 ωB97M-V/def2-TZVPD
C -0.464 -3.108 0.788
N -0.061 -1.811 0.207
C -0.431 -0.667 0.994
C 0.582 0.504 0.859
C 1.374 0.344 -0.424
O 0.958 0.627 -1.518
H 0.380 -3.795 0.896
H -1.204 -3.613 0.157
H -0.935 -2.959 1.758
H -0.478 -1.773 -0.720
H -0.336 -0.899 2.056
H -1.455 -0.307 0.935
H 0.062 1.462 0.744
H 1.277 0.540 1.695
H 2.289 -0.269 -0.340
O -1.360 3.581 -0.853
H -0.941 2.765 -1.153
H -0.667 4.238 -0.975
```



Entry 6:
# C4H10N2S

A single C4H10N2S molecule in a non-equilibrium geometry (ωB97M-V/def2-TZVPD, the Open Molecules 2025 dataset).

Computed properties:
DFT total energy in Eh: -666.09517
Highest occupied orbital energy in eV: -8.1528
2S+1: 1
SMILES: CN(C=S)CCN
Energy above the lowest of the compared OMol25 structures with the same formula, charge and spin in kcal/mol: 4.89
Frontier orbital gap in eV: 9.01

Geometry as XYZ:
```
17
C4H10N2S ωB97M-V/def2-TZVPD
C 0.375 -1.322 -1.189
N -0.479 -0.843 -0.110
C -1.784 -0.682 -0.293
S -2.887 0.052 0.683
C 0.214 -0.292 1.047
C 1.021 0.958 0.709
N 0.259 1.840 -0.160
H 0.849 -0.497 -1.692
H 1.122 -2.038 -0.783
H -0.230 -1.851 -1.909
H -2.120 -1.091 -1.251
H -0.560 -0.088 1.766
H 0.863 -1.059 1.446
H 1.958 0.707 0.174
H 1.328 1.416 1.639
H -0.663 2.079 0.260
H 0.735 2.712 -0.337
```